1.
DFT (ωB97M-V with the def2-TZVPD basis set) results for a molecular structure, C29H31Ge2N3OPd.

CARTESIAN COORDINATES (ANGSTROEM)
Pd: -0.201 -0.081 -0.670
C: -0.285 -3.049 2.492
C: -0.514 -2.145 1.328
N: 0.332 -1.268 0.934
N: 1.530 -1.032 1.503
C: 2.164 -0.054 0.858
O: 1.698 0.627 -0.129
C: 3.546 0.242 1.297
C: 4.082 -0.362 2.433
C: 5.394 -0.112 2.795
C: 6.178 0.738 2.024
C: 5.646 1.344 0.895
C: 4.332 1.099 0.532
C: -1.791 -2.178 0.562
C: -2.797 -3.076 0.880
C: -4.004 -3.020 0.198
C: -4.184 -2.063 -0.781
C: -3.131 -1.209 -1.065
N: -1.966 -1.268 -0.428
H: 0.700 -2.855 2.909
H: -0.346 -4.094 2.183
H: -1.035 -2.884 3.267
H: 3.463 -1.025 3.022
H: 5.808 -0.577 3.680
H: 7.204 0.933 2.309
H: 6.256 2.009 0.298
H: 3.905 1.562 -0.347
H: -2.642 -3.801 1.664
H: -4.798 -3.713 0.443
H: -5.114 -1.972 -1.324
H: -3.220 -0.451 -1.832
C: -0.955 0.991 -3.578
Ge: 0.854 0.244 -3.745
C: 2.148 1.642 -3.333
C: 1.105 -0.505 -5.530
Ge: 1.089 -1.613 -2.133
C: -0.030 -3.178 -2.316
C: -1.201 -3.076 -3.070
C: -2.025 -4.175 -3.255
C: -1.685 -5.395 -2.687
C: -0.514 -5.517 -1.951
C: 0.313 -4.418 -1.772
C: 2.860 -1.986 -1.478
C: 3.139 -2.845 -0.413
C: 4.445 -3.052 -0.002
C: 5.491 -2.415 -0.656
C: 5.231 -1.572 -1.725
C: 3.922 -1.355 -2.129
H: -1.055 1.798 -4.305
H: -1.138 1.423 -2.589
H: -1.726 0.250 -3.790
H: 1.888 2.530 -3.912
H: 3.159 1.345 -3.602
H: 2.133 1.890 -2.272
H: 0.987 0.288 -6.270
H: 0.373 -1.285 -5.737
H: 2.102 -0.929 -5.635
H: -1.473 -2.129 -3.524
H: -2.925 -4.084 -3.850
H: -2.323 -6.257 -2.833
H: -0.236 -6.474 -1.529
H: 1.239 -4.539 -1.225
H: 2.338 -3.327 0.133
H: 4.648 -3.704 0.838
H: 6.510 -2.574 -0.328
H: 6.044 -1.074 -2.237
H: 3.734 -0.684 -2.958

The spin multiplicity is 2. The value obtained for the energy is -5644.6901 hartree. The calculation puts the HOMO-LUMO gap (spin up / spin down) at 6.82 / 6.91 eV. Its net charge is +1. The expectation value of S² is 0.76.


2.
DFT (ωB97M-V with the def2-TZVPD basis set) results for 6 unconnected molecules or ions with the total composition C21H40Br10FIN3O2.

CARTESIAN COORDINATES (ANGSTROEM)
C: 4.480 1.943 -5.904
C: 3.685 0.968 -4.863
O: 3.032 1.831 -3.894
C: 3.154 1.342 -2.550
N: 1.859 1.303 -1.791
C: 0.793 0.587 -2.110
N: -0.473 0.502 -1.355
C: -0.973 -0.863 -1.738
C: -1.381 -1.903 -0.592
F: -0.532 -1.831 0.590
C: -1.273 -3.449 -1.093
C: -2.088 -4.417 -0.105
C: -0.035 -1.493 -2.880
N: 0.705 -0.266 -3.303
C: 0.331 0.375 -4.595
C: -1.235 0.342 -4.938
O: -1.659 -0.534 -5.723
I: -2.556 1.858 -4.062
H: 4.045 1.837 -6.963
H: 5.578 1.599 -5.891
H: 4.369 3.029 -5.533
H: 2.956 0.357 -5.510
H: 4.448 0.244 -4.425
H: 3.626 0.310 -2.451
H: 3.829 2.096 -1.991
H: 1.782 1.882 -0.932
H: -1.132 1.287 -1.464
H: -1.948 -0.586 -2.300
H: -2.477 -1.772 -0.253
H: -1.754 -3.525 -2.138
H: -0.155 -3.729 -1.165
H: -2.024 -5.519 -0.443
H: -3.186 -4.110 -0.087
H: -1.642 -4.341 0.944
H: 0.771 -2.088 -2.304
H: -0.486 -2.135 -3.701
H: 0.650 1.481 -4.636
H: 0.893 -0.165 -5.447
Br: -3.078 3.388 -0.286
C: -2.666 4.712 -1.658
C: -2.146 5.989 -1.047
Br: -3.592 7.041 -0.274
H: -3.572 4.852 -2.247
H: -1.901 4.246 -2.282
H: -1.706 6.630 -1.813
H: -1.416 5.823 -0.255
Br: 0.953 -6.580 0.383
C: 0.040 -7.354 1.922
C: -0.977 -8.381 1.495
Br: -2.588 -7.536 0.795
H: -0.394 -6.526 2.485
H: 0.829 -7.817 2.517
H: -1.314 -8.968 2.351
H: -0.609 -9.055 0.721
Br: 0.278 -3.780 4.502
C: 1.441 -2.739 3.336
C: 2.554 -2.082 4.113
Br: 1.903 -0.523 5.083
H: 0.807 -2.027 2.808
H: 1.844 -3.459 2.621
H: 3.321 -1.698 3.438
H: 3.020 -2.742 4.845
Br: -3.214 1.432 3.688
C: -4.769 2.519 3.238
C: -4.747 3.837 3.971
Br: -5.269 3.619 5.835
H: -5.651 1.918 3.458
H: -4.703 2.677 2.161
H: -5.482 4.524 3.548
H: -3.767 4.314 3.969
Br: 4.275 5.113 4.313
C: 3.369 4.342 5.857
C: 2.360 3.303 5.437
Br: 0.741 4.132 4.733
H: 2.931 5.169 6.415
H: 4.162 3.888 6.454
H: 2.028 2.720 6.297
H: 2.730 2.627 4.667

The value obtained for the energy is -27276.2479 hartree. The calculation puts the HOMO-LUMO gap at 7.39 eV. Its net charge is +1.


3.
DFT (ωB97M-V with the def2-TZVPD basis set) results for 12 unconnected molecules or ions with the total composition C36H102N6O18.

CARTESIAN COORDINATES (ANGSTROEM)
C: -5.684 2.696 0.670
C: -4.234 2.375 1.005
C: -3.700 3.247 2.112
O: -2.298 3.052 2.184
C: -1.624 4.172 2.584
N: -4.141 0.958 1.400
H: -6.344 2.290 1.431
H: -5.893 2.266 -0.319
H: -5.883 3.746 0.435
H: -3.584 2.517 0.125
H: -4.202 3.010 3.059
H: -3.893 4.287 1.822
H: -1.917 4.506 3.595
H: -1.803 5.047 1.950
H: -0.561 3.948 2.636
H: -4.232 0.352 0.589
H: -3.208 0.776 1.753
C: -0.041 -2.922 -5.181
C: -0.162 -1.462 -5.704
C: -1.247 -1.264 -6.725
O: -0.878 -1.713 -8.003
C: -1.849 -1.428 -8.958
N: -0.435 -0.447 -4.620
H: 0.160 -2.992 -4.117
H: 0.821 -3.341 -5.709
H: -0.918 -3.507 -5.456
H: 0.779 -1.078 -6.112
H: -1.430 -0.170 -6.778
H: -2.227 -1.629 -6.362
H: -1.585 -1.901 -9.900
H: -1.920 -0.347 -9.170
H: -2.834 -1.753 -8.597
H: -1.416 -0.655 -4.384
H: -0.002 -0.763 -3.756
C: 4.237 -0.725 2.480
C: 4.656 0.226 1.374
C: 5.684 -0.298 0.452
O: 5.960 0.653 -0.535
C: 6.857 0.149 -1.511
N: 3.378 0.606 0.664
H: 5.112 -1.187 2.953
H: 3.731 -1.578 2.022
H: 3.632 -0.188 3.202
H: 5.025 1.164 1.808
H: 5.470 -1.294 0.038
H: 6.594 -0.464 1.061
H: 6.410 -0.752 -1.954
H: 7.825 -0.097 -1.072
H: 6.893 0.876 -2.317
H: 2.963 1.261 1.326
H: 3.580 1.199 -0.143
C: 0.665 1.078 3.946
C: -0.694 0.684 4.508
C: -1.160 1.604 5.631
O: -0.062 2.042 6.399
C: -0.378 3.156 7.189
N: -1.608 0.516 3.362
H: 0.908 0.747 2.935
H: 1.527 0.822 4.562
H: 0.684 2.177 3.848
H: -0.546 -0.302 4.962
H: -1.926 1.118 6.252
H: -1.639 2.472 5.128
H: -1.306 2.996 7.754
H: -0.467 4.075 6.594
H: 0.413 3.337 7.916
H: -2.548 0.286 3.709
H: -1.776 1.472 3.009
C: -1.696 -4.529 5.797
C: -0.831 -3.489 5.177
C: 0.631 -3.921 5.131
O: 1.334 -3.254 4.126
C: 1.592 -1.934 4.416
N: -1.344 -3.255 3.767
H: -1.710 -5.459 5.225
H: -2.705 -4.171 5.989
H: -1.287 -4.860 6.765
H: -1.042 -2.549 5.701
H: 0.669 -4.991 4.926
H: 1.083 -3.686 6.103
H: 1.066 -1.613 5.312
H: 1.378 -1.361 3.518
H: 2.652 -1.732 4.617
H: -2.029 -2.508 3.848
H: -0.594 -2.826 3.218
C: 0.739 4.148 -0.503
C: 0.182 5.514 -0.735
C: 1.169 6.601 -0.399
O: 1.436 6.511 1.001
C: 2.172 7.609 1.495
N: -0.311 5.667 -2.136
H: -0.009 3.346 -0.600
H: 1.116 3.990 0.511
H: 1.493 3.822 -1.224
H: -0.725 5.711 -0.159
H: 0.736 7.575 -0.642
H: 2.119 6.375 -0.907
H: 3.233 7.343 1.514
H: 1.823 7.786 2.513
H: 2.016 8.528 0.926
H: -0.300 4.740 -2.564
H: 0.402 6.109 -2.724
C: 0.074 0.451 -1.010
C: -1.026 0.214 -0.030
O: -0.561 -0.783 0.893
O: 0.234 -0.692 -1.849
H: 1.032 0.612 -0.502
H: -0.185 1.294 -1.655
H: -1.903 -0.179 -0.561
H: -1.305 1.135 0.495
H: -1.082 -0.700 1.709
H: 0.726 -1.340 -1.322
C: -4.409 -1.355 -3.372
C: -4.584 -0.265 -2.307
O: -4.438 -0.881 -1.011
O: -3.079 -1.837 -3.358
H: -4.568 -0.939 -4.373
H: -5.201 -2.097 -3.208
H: -5.579 0.191 -2.416
H: -3.786 0.469 -2.407
H: -5.102 -1.588 -0.948
H: -2.991 -2.368 -2.544
C: 1.156 -4.888 -0.481
C: 1.313 -6.110 0.387
O: 0.069 -6.766 0.600
O: 2.456 -4.540 -1.006
H: 0.646 -4.095 0.075
H: 0.599 -5.132 -1.384
H: 1.831 -5.871 1.318
H: 1.985 -6.764 -0.178
H: -0.287 -6.556 1.479
H: 2.825 -3.707 -0.649
C: 3.478 2.840 -3.110
C: 2.600 2.766 -4.337
O: 1.269 3.138 -3.907
O: 3.091 1.839 -2.186
H: 3.301 3.861 -2.734
H: 4.544 2.735 -3.303
H: 2.559 1.784 -4.819
H: 2.943 3.450 -5.122
H: 0.703 2.381 -4.108
H: 2.123 1.919 -2.251
C: -4.259 -4.388 -0.598
C: -3.193 -3.769 0.221
O: -2.320 -2.963 -0.631
O: -5.313 -3.482 -0.883
H: -4.715 -5.176 0.025
H: -3.875 -4.952 -1.455
H: -2.677 -4.529 0.802
H: -3.652 -3.014 0.876
H: -1.964 -2.252 -0.071
H: -6.046 -3.977 -1.259
C: 3.750 -1.405 -2.202
C: 3.061 -1.913 -3.460
O: 2.796 -3.296 -3.450
O: 3.067 -1.764 -1.016
H: 3.913 -0.335 -2.334
H: 4.727 -1.910 -2.207
H: 3.664 -1.627 -4.322
H: 2.110 -1.359 -3.531
H: 2.406 -3.511 -2.585
H: 2.889 -0.941 -0.485

The value obtained for the energy is -3115.4599 hartree. As for the structure (SMILES): COC[C@H](C)N.COC[C@H](C)N.COC[C@H](C)N.COC[C@H](C)N.COC[C@H](C)N.COC[C@H](C)N.OCCO.OCCO.OCCO.OCCO.OCCO.OCCO. The calculation puts the HOMO-LUMO gap at 9.19 eV. Its net charge is 0.


4.
DFT (ωB97M-V with the def2-TZVPD basis set) results for a molecular structure, C4H6LiOY.

CARTESIAN COORDINATES (ANGSTROEM)
C: 1.223 1.250 0.068
C: -0.045 0.952 -0.473
H: 2.099 0.621 -0.116
H: 1.314 1.961 0.896
H: -0.080 0.352 -1.392
H: -0.829 1.715 -0.400
Li: 1.456 2.806 -1.688
O: -0.530 -2.499 -0.139
C: -1.210 -1.697 0.657
C: -1.061 -0.374 0.794
Y: 1.303 -3.147 -0.929
H: -1.595 0.234 1.524
H: -2.046 -2.172 1.199

The spin multiplicity is 2. The value obtained for the energy is -275.8068 hartree. The calculation puts the HOMO-LUMO gap (spin up / spin down) at 4.55 / 5.27 eV. Its net charge is +3. The expectation value of S² is 0.82.


5.
DFT (ωB97M-V with the def2-TZVPD basis set) results for 2 unconnected molecules or ions with the total composition CH6N2O3S.

CARTESIAN COORDINATES (ANGSTROEM)
C: 2.144 -0.054 -0.600
N: -1.823 -1.315 0.444
N: 0.530 1.274 0.450
O: -2.814 1.026 0.476
O: -1.786 0.131 -1.664
O: 1.480 0.336 0.574
S: -1.777 0.334 -0.218
H: 2.198 0.809 -1.402
H: 1.550 -0.922 -1.046
H: 3.235 -0.370 -0.231
H: -2.499 -1.484 1.219
H: -0.824 -1.498 0.645
H: 0.387 1.735 1.353

The value obtained for the energy is -774.9299 hartree. The calculation puts the HOMO-LUMO gap (spin up / spin down) at 8.56 / 8.05 eV. Its net charge is 0.


6.
DFT (ωB97M-V with the def2-TZVPD basis set) results for a molecular structure, C23H19Cl2IN4O3SZr.

CARTESIAN COORDINATES (ANGSTROEM)
Zr: 1.645 1.624 -1.034
N: 0.948 6.037 0.099
C: 1.113 4.690 0.020
S: 1.245 4.061 -1.619
N: 1.120 4.045 1.143
N: 1.260 2.663 1.052
C: 1.170 2.091 2.199
C: 1.259 0.664 2.465
C: 1.035 0.219 3.769
C: 1.084 -1.125 4.087
C: 1.364 -2.049 3.082
C: 1.596 -1.628 1.786
C: 1.547 -0.275 1.468
O: 1.780 0.121 0.214
H: 1.150 6.588 -0.715
H: 1.037 6.462 1.006
H: 1.003 2.751 3.048
H: 0.815 0.953 4.536
H: 0.907 -1.455 5.101
H: 1.397 -3.106 3.312
H: 1.808 -2.334 0.994
I: 4.625 2.428 -0.324
C: 3.639 1.460 -1.993
H: 4.102 0.481 -2.091
H: 3.844 2.071 -2.869
Cl: -1.501 -3.156 1.284
C: -1.893 -1.479 1.463
C: -2.387 -1.054 2.685
C: -2.591 0.292 2.935
C: -2.281 1.221 1.956
C: -1.811 0.782 0.735
Cl: -1.419 1.975 -0.480
C: -1.617 -0.574 0.430
N: -1.056 -0.928 -0.783
C: -1.555 -1.868 -1.714
C: -2.852 -2.357 -1.667
C: -3.296 -3.246 -2.633
C: -2.453 -3.631 -3.663
C: -1.162 -3.122 -3.716
C: -0.692 -2.245 -2.749
C: 0.728 -1.727 -2.808
C: 0.838 -0.329 -3.419
O: 1.015 -0.157 -4.592
O: 0.726 0.689 -2.549
H: -2.578 -1.791 3.453
H: -2.964 0.619 3.895
H: -2.406 2.282 2.128
H: -0.639 -0.147 -1.270
H: -3.518 -2.036 -0.876
H: -4.307 -3.629 -2.586
H: -2.796 -4.318 -4.424
H: -0.499 -3.412 -4.522
H: 1.324 -2.375 -3.447
H: 1.153 -1.715 -1.801

The value obtained for the energy is -2996.1153 hartree. The calculation puts the HOMO-LUMO gap at 7.70 eV. Its net charge is 0.


7.
DFT (ωB97M-V with the def2-TZVPD basis set) results for a molecular structure, C8H6BrMgN3.

CARTESIAN COORDINATES (ANGSTROEM)
N: 3.583 0.816 -0.278
C: 2.193 0.341 -0.297
N: 1.296 0.989 0.593
C: 0.001 0.381 0.430
C: -1.188 0.973 1.346
C: -2.636 0.450 1.322
C: -2.971 -0.715 0.333
C: -1.858 -1.289 -0.571
C: -0.381 -0.764 -0.522
N: 0.571 -1.368 -1.417
C: 1.865 -0.828 -1.285
Br: 3.282 -1.578 -2.447
H: 4.231 0.000 -0.305
H: 3.704 1.179 0.693
H: -0.947 1.843 2.060
H: -3.446 0.894 1.979
H: -4.034 -1.134 0.284
H: -2.127 -2.134 -1.303
Mg: -1.139 1.944 -0.615

The value obtained for the energy is -3246.0138 hartree. The calculation puts the HOMO-LUMO gap at 5.83 eV. Its net charge is +2.


8.
DFT (ωB97M-V with the def2-TZVPD basis set) results for 2 unconnected molecules or ions with the total composition C2H4N2S.

CARTESIAN COORDINATES (ANGSTROEM)
C: 2.114 0.516 0.198
C: -1.939 -0.870 -0.050
N: 1.426 -0.086 -0.613
N: -1.865 0.359 -0.105
S: -0.766 1.442 -0.488
H: 3.258 0.258 0.188
H: 1.721 1.294 0.933
H: -1.157 -1.491 -0.258
H: -2.791 -1.422 0.195

The value obtained for the energy is -586.1329 hartree. The calculation puts the HOMO-LUMO gap (spin up / spin down) at 6.51 / 6.51 eV. Its net charge is 0.